Record 1
C31H36N5NiS2 as an isolated structure. Source: the OMol25 dataset; level of theory: ωB97M-V/def2-TZVPD.

The geometry in ORCA input format:
```
! RIJCOSX wB97M-V def2-TZVPD def2/J DEFGRID3
* xyz -1 3
Ni -0.25959 -0.23037 0.43812
C -3.23962 1.19371 0.55714
C -2.79968 2.09701 1.70673
C -1.31281 2.43668 1.75413
N -0.42770 1.29439 1.85961
C 0.22510 1.02439 2.95865
C -0.07116 1.63824 4.21391
C 0.50641 1.53367 5.46075
C 1.59897 0.80122 5.91028
C 2.37012 -0.03864 5.11901
C 2.27301 -0.35961 3.78157
C 1.36040 0.03712 2.76200
N 1.45093 -0.36552 1.52851
C 2.58889 -1.02833 0.94828
C 2.37319 -2.47561 0.50587
C 1.09690 -2.74563 -0.32098
N 0.53284 -1.54971 -0.90900
C 0.31846 -1.33397 -2.16609
C 0.54572 -2.29890 -3.20482
C 0.59419 -2.17326 -4.57221
C 0.47695 -1.04733 -5.38968
C 0.17698 0.22879 -4.93347
C -0.16283 0.68810 -3.67614
C -0.34285 0.00197 -2.43139
N -0.99421 0.49609 -1.41331
C -1.71640 1.74875 -1.54648
C -3.09415 1.74316 -0.86272
H -4.29946 0.96467 0.70951
H -2.72712 0.23742 0.62801
H -3.08352 1.61736 2.64930
H -3.34957 3.04588 1.65467
H -1.13589 3.16495 2.55073
H -1.03951 2.95123 0.82876
H -0.93912 2.28294 4.19213
H 0.00991 2.12912 6.22341
H 1.86171 0.88570 6.95750
H 3.18411 -0.54156 5.63579
H 3.01196 -1.07572 3.44554
H 3.47791 -0.97970 1.58412
H 2.83052 -0.44869 0.04705
H 2.35914 -3.13503 1.37773
H 3.25440 -2.74944 -0.08394
H 0.32866 -3.12672 0.35485
H 1.30959 -3.53529 -1.04520
H 0.70889 -3.30363 -2.83867
H 0.78719 -3.10608 -5.09661
H 0.62647 -1.18075 -6.45391
H 0.17521 1.00138 -5.70170
H -0.36025 1.75150 -3.62600
H -1.91476 1.98205 -2.59706
H -1.08625 2.55871 -1.16274
H -3.75667 1.15261 -1.50364
H -3.47366 2.77265 -0.90310
C -3.30222 -3.60034 2.25800
C -2.50473 -2.85661 3.11742
C -1.63951 -1.88988 2.61003
C -1.52298 -1.61796 1.24091
C -2.34166 -2.39610 0.40720
C -3.21516 -3.36407 0.89097
H -3.98073 -4.35191 2.64607
H -2.55663 -3.02882 4.18812
H -1.03580 -1.33075 3.32195
H -2.29787 -2.23533 -0.66961
H -3.83044 -3.93576 0.20259
S 1.90396 2.63722 -0.22298
C 2.16243 2.55511 -1.83592
N 2.54154 1.45393 -2.50683
C 2.97952 1.60753 -3.87595
C 2.21537 2.81615 -4.40969
S 1.95646 3.89073 -2.96532
H 2.81088 0.65681 -1.94903
H 2.73862 0.71032 -4.44766
H 4.06045 1.78272 -3.92043
H 1.24828 2.51822 -4.81349
H 2.78229 3.34680 -5.17114
*
```

Calculated values
E_HOMO (alpha / beta), Eh: -0.1290 / -0.1375
Frontier orbital gap (alpha / beta), hartree: 0.21308 / 0.22155



Record 2
A 6-piece molecular cluster, C31H36N8O3S overall in a non-equilibrium geometry. Source: the OMol25 dataset; level of theory: ωB97M-V/def2-TZVPD.

The geometry in ORCA input format:
```
! RIJCOSX wB97M-V def2-TZVPD def2/J DEFGRID3
* xyz 0 1
C -1.06325 6.59961 1.32886
C -2.01986 5.71598 0.74345
C -3.00543 4.54722 0.06532
C -2.04430 3.18863 -0.09701
C -2.00911 2.04852 1.11383
C -1.04909 0.68078 1.04827
O -1.05554 -0.31945 2.15088
C -2.45275 -0.77358 2.22980
C -2.67694 -2.10111 3.19955
C -4.28736 -2.11094 3.64934
O -2.48209 -3.28485 2.34615
C -0.09467 0.46852 -0.27011
C 0.95420 -0.76755 -0.52425
C 0.25468 -2.23320 -0.75557
C 1.48899 -3.34502 -0.94737
O 1.71747 -4.33332 -0.05215
N 2.30734 -3.18434 -2.24590
C 1.59524 -4.15472 -3.21038
C 0.54513 -3.62781 -4.38966
C -0.19817 -4.78261 -5.33653
C 0.14129 -6.38046 -5.04749
C 1.20009 -6.90918 -3.90478
C 1.93533 -5.75895 -2.97174
C -0.21671 1.63472 -1.46056
N 0.54531 1.60061 -2.77417
S 0.17040 3.01756 -3.72502
N -0.99500 3.83490 -2.70364
C -1.14752 2.99111 -1.45597
H -0.01886 6.95378 1.78601
H -3.45958 4.89682 -0.95725
H -3.93572 4.34490 0.78511
H -2.70079 2.27594 2.05613
H -3.20359 0.04941 2.65080
H -2.77202 -1.08283 1.12603
H -2.02008 -2.08962 4.17201
H -4.88530 -2.30126 2.64544
H -4.60548 -1.11002 4.18404
H -4.37852 -3.03760 4.39629
H -1.56291 -3.22083 1.92449
H 1.57339 -0.49210 -1.49755
H 1.76749 -0.89097 0.33468
H -0.36059 -2.62675 0.18659
H -0.41456 -2.27231 -1.73219
H 3.27558 -3.55588 -2.12214
H 0.35720 -2.47943 -4.51320
H -0.92817 -4.39373 -6.17099
H -0.43909 -7.16062 -5.73246
H 1.44251 -8.04549 -3.69253
H 2.71035 -6.05206 -2.11837
C 1.33851 9.02642 -1.34469
C 1.49179 8.47107 0.01036
N 1.61293 8.03225 1.08104
H 0.60727 9.84129 -1.36765
H 2.28297 9.42860 -1.72623
H 0.99909 8.26707 -2.05705
C 0.43013 -4.85539 3.93020
C 0.08291 -4.30192 5.24975
N -0.19145 -3.86464 6.29238
H 1.44996 -4.58732 3.63465
H 0.36757 -5.94869 3.92094
H -0.24103 -4.48641 3.14747
C 1.56067 8.05710 4.59648
C 1.21345 8.61056 5.91603
N 0.93908 9.04785 6.95866
H 2.58049 8.32516 4.30094
H 1.49811 6.96379 4.58723
H 0.88951 8.42607 3.81375
C -3.25291 -0.22279 -3.14528
C -3.78689 -0.60892 -1.82852
N -4.20882 -0.91398 -0.78809
H -3.21015 -1.07594 -3.83053
H -3.87064 0.54502 -3.62295
H -2.23788 0.18088 -3.06761
C 6.94069 -3.37132 -1.17494
C 6.18385 -4.43931 -1.84925
N 5.58586 -5.28316 -2.38207
H 6.92106 -3.48705 -0.08614
H 7.99227 -3.36584 -1.48065
H 6.53262 -2.38086 -1.40235
*
```

Calculated values
E_HOMO, Eh: -0.3163
Structure (SMILES): C#CCc1cc(OC[C@@H](C)O)c(CCC(=O)Nc2ccccc2)c2nsnc12.CC#N.CC#N.CC#N.CC#N.CC#N
Frontier orbital gap, hartree: 0.24856



Record 3
C31H37AuCl2N5O as an isolated structure in a non-equilibrium geometry. Source: the OMol25 dataset; level of theory: ωB97M-V/def2-TZVPD.

The geometry in ORCA input format:
```
! RIJCOSX wB97M-V def2-TZVPD def2/J DEFGRID3
* xyz 3 1
Au -0.91864 -2.42771 2.43280
Cl 3.52470 -3.08327 0.36496
C 2.20525 -4.15970 0.30238
C 2.30786 -5.37841 -0.37529
C 1.24541 -6.24933 -0.43320
Cl 1.40510 -7.73370 -1.25476
C -0.00066 -5.93004 0.20404
C -1.13710 -6.75674 0.22318
C -2.26892 -6.33662 0.88255
C -2.28173 -5.09999 1.52921
N -1.21580 -4.31180 1.52823
C -0.08659 -4.70751 0.87173
C 1.01257 -3.78874 0.92487
O 0.84229 -2.65564 1.53517
H 3.24056 -5.63808 -0.85662
H -1.11267 -7.71413 -0.27961
H -3.15661 -6.95124 0.91576
H -3.15985 -4.75178 2.05517
C 0.15069 0.76872 0.90345
C 1.19896 0.56426 1.96129
C 2.49639 1.03691 1.80715
C 3.44870 0.82836 2.79241
C 3.12418 0.14437 3.95418
C 1.83821 -0.33973 4.15851
C 1.47173 -1.09504 5.40654
C 0.90785 -0.09818 3.14946
N -0.42370 -0.63247 3.31157
C -1.33939 -0.07159 4.01361
C -1.18522 1.22249 4.72448
C -2.64082 -0.83964 4.08011
C -3.78272 -0.31405 4.86672
N -2.65810 -1.94059 3.41869
C -3.80199 -2.81521 3.37969
C -4.67939 -2.69448 2.30510
C -4.49223 -1.62987 1.26006
C -5.73124 -3.60343 2.24319
C -5.88328 -4.58013 3.21659
C -4.98392 -4.67122 4.27009
C -3.91486 -3.78730 4.37268
C -2.92216 -3.87694 5.49894
H 0.55427 1.33922 0.07022
H -0.71623 1.31337 1.28575
H -0.20505 -0.18678 0.50572
H 2.75952 1.57110 0.90331
H 4.45411 1.20215 2.65373
H 3.87722 -0.02253 4.71350
H 2.36099 -1.31956 5.99067
H 0.97880 -2.04368 5.17749
H 0.80205 -0.51869 6.05000
H -0.20487 1.65452 4.54541
H -1.32468 1.07602 5.79830
H -1.95803 1.92048 4.39516
H -3.48318 -0.17781 5.90873
H -4.64000 -0.97951 4.82173
H -4.06805 0.67119 4.49047
H -3.50041 -1.68055 0.80021
H -4.60507 -0.62772 1.68059
H -5.22838 -1.73725 0.46715
H -6.43879 -3.53656 1.42673
H -6.71067 -5.27428 3.15658
H -5.11086 -5.43591 5.02561
H -3.12168 -4.74917 6.11634
H -2.96689 -3.00000 6.14958
H -1.89510 -3.95998 5.13005
N 1.11307 13.09390 -13.71766
C -0.29518 13.15479 -13.19098
C -0.33712 12.63943 -11.77756
N 0.92280 11.98416 -11.43207
H 1.14911 13.02685 -14.73363
H 1.59995 12.32581 -13.24403
H 1.65607 13.91744 -13.44871
H -0.90584 12.53666 -13.84587
H -0.64327 14.18257 -13.27483
H -1.20953 11.99520 -11.65609
H -0.47168 13.48234 -11.10120
H 1.24354 12.12792 -10.48946
H 0.93586 10.99237 -11.64273
*
```

Calculated values
ΔE to the lowest compared entry with this formula, charge and spin, eV: 0.573
E_HOMO, Eh: -0.5135
Frontier orbital gap, hartree: 0.19720



Record 4
C31H37BiIN4O4Sb2 as an isolated structure in a non-equilibrium geometry. Source: the OMol25 dataset; level of theory: ωB97M-V/def2-TZVPD.

The geometry in ORCA input format:
```
! RIJCOSX wB97M-V def2-TZVPD def2/J DEFGRID3
* xyz 1 1
Bi -0.71336 0.06758 0.40811
C 2.37044 3.75128 0.36921
C 1.99534 3.18168 1.68901
N 2.69534 3.53458 2.73301
C 2.42034 3.04798 3.94171
C 1.39074 2.17038 4.17751
C 1.10694 1.62678 5.56151
O -0.16636 1.99118 6.05521
C 0.58514 1.77228 3.06901
C -0.63356 1.09428 3.34491
N -1.44126 0.62618 2.45311
C -2.73206 0.20388 2.79781
C -2.98286 -0.71632 3.80901
C -4.28476 -1.05632 4.12971
C -5.34396 -0.47912 3.44811
C -5.10856 0.42128 2.42101
C -3.80526 0.73638 2.09141
I -3.39896 2.11988 0.53311
C 0.91804 2.24278 1.77351
O 0.29944 1.91598 0.65771
H 3.13444 4.51158 0.50091
H 1.49824 4.17288 -0.12519
H 2.75114 2.94548 -0.25589
H 3.06544 3.40068 4.73481
H 1.88984 1.94988 6.25661
H 1.10274 0.53138 5.52581
H -0.15286 2.92128 6.30611
H -0.96046 1.08198 4.38291
H -2.14886 -1.17132 4.31611
H -4.47776 -1.76792 4.91711
H -6.36276 -0.71922 3.70901
H -5.93476 0.86398 1.88571
C 1.57714 -2.73962 -0.83049
Sb 1.16204 -0.79922 -1.74219
C 2.25594 -1.50212 -3.50009
C -0.82456 -1.54632 -2.38169
C -0.81076 -1.98832 -3.79419
C -0.76356 -3.36062 -4.04789
C -0.69386 -3.85872 -5.33229
C -0.67736 -2.97492 -6.39769
C -0.72636 -1.61802 -6.15369
C -0.77816 -1.09172 -4.86329
C -0.75666 0.41088 -4.81129
Sb -0.96796 1.72328 -3.06839
C -3.13896 1.56908 -3.08739
C -0.96736 3.45948 -4.37219
H 1.43224 -3.50242 -1.59659
H 0.91354 -2.94022 0.00921
H 2.61054 -2.78012 -0.49309
H 1.70864 -2.31462 -3.96119
H 3.22234 -1.86062 -3.16679
H 2.40434 -0.71202 -4.22169
H -1.56386 -0.76172 -2.21379
H -1.06276 -2.38892 -1.72899
H -0.77926 -4.04802 -3.21159
H -0.64296 -4.92392 -5.50139
H -0.62636 -3.33982 -7.41229
H -0.70286 -0.93352 -6.98859
H -1.54486 0.77248 -5.47769
H 0.19244 0.73248 -5.24919
H -3.49196 1.50738 -4.11149
H -3.57136 2.44348 -2.61269
H -3.46746 0.68258 -2.55049
H -1.54946 3.24718 -5.26389
H 0.04944 3.71478 -4.65279
H -1.40856 4.30138 -3.85039
C 4.61484 -0.85442 2.05471
N 3.21144 -1.17812 2.17821
C 2.73464 -2.15272 2.97811
C 1.42124 -2.49642 3.02171
C 0.51664 -1.76652 2.19591
O -0.70356 -1.94642 2.02051
N 1.04244 -0.74232 1.47581
C 2.36014 -0.47272 1.33891
O 2.78854 0.30608 0.51311
H 5.20774 -1.49252 2.70141
H 4.76654 0.19258 2.31671
H 4.92054 -0.98392 1.01551
H 3.47404 -2.66302 3.57801
H 1.05854 -3.30172 3.63181
*
```

Calculated values
ΔE to the lowest compared entry with this formula, charge and spin, eV: 1.276
E_HOMO, Eh: -0.3835
Frontier orbital gap, hartree: 0.25546



Record 5
C31H37FIrN2O2SSi2 as an isolated structure. Source: the OMol25 dataset; level of theory: ωB97M-V/def2-TZVPD.

The geometry in ORCA input format:
```
! RIJCOSX wB97M-V def2-TZVPD def2/J DEFGRID3
* xyz 0 6
Ir -0.90196 -0.49539 0.40604
S 1.76333 1.07075 3.64464
C 2.70228 -0.16882 2.78864
C 2.01216 -0.74331 1.76086
C 0.71256 -0.23713 1.56675
C 0.40817 0.79756 2.59832
C -0.81637 1.44469 2.67905
C -1.15852 2.43558 3.64605
C -2.37647 3.04567 3.58389
C -3.28029 2.68813 2.56167
C -2.90823 1.70540 1.65906
N -1.73642 1.08667 1.69867
H 3.70451 -0.38775 3.12375
H 2.44370 -1.52363 1.14878
H -0.44492 2.68721 4.42063
H -2.65262 3.79169 4.31767
H -4.25165 3.15374 2.48095
H -3.58031 1.39174 0.86844
C -2.81611 -1.46118 3.11821
Si -1.58192 -2.16966 1.90011
C -0.25610 -2.98302 2.93292
C -2.48093 -3.50754 0.92411
C -2.99889 -4.64912 1.55082
C -3.69080 -5.61104 0.83022
C -3.87770 -5.44587 -0.53858
C -3.36596 -4.32281 -1.17150
C -2.66240 -3.34551 -0.45494
Si -1.87945 -1.86522 -1.31513
C -3.15900 -0.98409 -2.35855
C -0.62815 -2.59247 -2.50570
H -3.21740 -2.28012 3.72389
H -3.65147 -0.97373 2.61075
H -2.35149 -0.73417 3.79165
H -0.70353 -3.78060 3.53475
H 0.20757 -2.26095 3.61146
H 0.53095 -3.42157 2.31522
H -2.86597 -4.78992 2.62031
H -4.08580 -6.48740 1.33041
H -4.41721 -6.19403 -1.10744
H -3.51532 -4.21040 -2.24206
H -3.50709 -1.66171 -3.14499
H -2.72601 -0.09830 -2.83011
H -4.02154 -0.66969 -1.76716
H -1.16559 -3.26230 -3.18568
H 0.12366 -3.18293 -1.97686
H -0.11610 -1.83550 -3.10370
F 6.44452 0.40653 -5.19880
C 5.33311 0.23560 -4.45335
C 5.27861 -0.82869 -3.56938
C 4.14292 -0.99899 -2.80536
C 3.04237 -0.11256 -2.90722
C 1.89118 -0.27087 -2.11768
C 3.15150 0.95274 -3.83533
C 4.28582 1.12856 -4.60137
H 6.12083 -1.50382 -3.49611
H 4.08009 -1.82757 -2.11008
H 1.79925 -1.08075 -1.40592
H 1.06165 0.41707 -2.20133
H 2.31511 1.63349 -3.94763
H 4.37312 1.93975 -5.31213
O -0.64867 3.53510 -2.09532
C -0.37090 2.68818 -1.11418
O -0.80377 1.55642 -1.11050
C 0.54554 3.24686 -0.04600
N 0.68703 4.70281 -0.19476
C 2.10692 5.07860 0.03069
C 2.79600 3.79119 0.48575
C 1.97363 2.70606 -0.20058
H 0.14474 2.96014 0.92756
H 0.07022 5.19223 0.43828
H -0.19350 4.37139 -1.82505
H 2.17846 5.87874 0.76645
H 2.54163 5.44516 -0.89997
H 2.72377 3.67568 1.56984
H 3.84885 3.76183 0.20774
H 2.08053 1.71455 0.23481
H 2.24023 2.64263 -1.25938
*
```

Calculated values
E_HOMO (alpha / beta), Eh: -0.2014 / -0.3077
Frontier orbital gap (alpha / beta), hartree: 0.21330 / 0.22684



Record 6
C31H37GeN4NbO2 as an isolated structure in a non-equilibrium geometry. Source: the OMol25 dataset; level of theory: ωB97M-V/def2-TZVPD.

The geometry in ORCA input format:
```
! RIJCOSX wB97M-V def2-TZVPD def2/J DEFGRID3
* xyz 0 1
Nb -1.50826 0.37183 0.40568
N -2.59373 2.38062 1.09794
C -3.46635 2.92481 -0.01317
C -3.21228 2.10916 -1.30934
O -3.40404 2.33671 -2.46824
O -2.79923 0.84098 -0.92692
H -2.99406 2.37889 2.04538
H -1.63502 2.78785 1.17560
H -3.28413 4.00225 -0.24202
H -4.52261 2.72650 0.23216
N -2.59388 -4.84448 -0.99558
C -1.42004 -3.87040 -1.01109
C -1.92785 -2.42967 -0.95118
N -0.84778 -1.55526 -0.44713
H -2.30328 -5.83680 -1.03752
H -3.22441 -4.70841 -1.80338
H -3.12957 -4.65447 -0.12639
H -0.90284 -3.99300 -1.96866
H -0.74364 -4.16014 -0.20851
H -2.78417 -2.39113 -0.26453
H -2.27772 -2.08084 -1.92852
H -0.13995 -1.36249 -1.19529
H -0.33911 -2.03848 0.31927
C -0.56353 -1.31728 4.43778
C -1.93662 -1.71361 3.96565
C -2.67318 -2.69553 4.67514
C -4.03217 -2.88307 4.43421
C -4.73508 -1.98855 3.60000
C -4.08763 -1.08525 2.78779
C -4.78734 -0.09323 1.90020
C -2.65832 -1.08462 2.93419
N -1.95922 -0.61056 1.93652
H -0.59982 -0.97464 5.49612
H -0.10152 -0.55435 3.78719
H 0.13073 -2.19039 4.37717
H -2.15268 -3.28063 5.44137
H -4.57204 -3.66141 5.03617
H -5.79555 -2.07219 3.53292
H -4.20499 0.28284 1.02684
H -5.14963 0.79175 2.45613
H -5.70918 -0.51509 1.48162
C 0.29739 1.00718 0.36035
Ge 1.89844 1.17453 -0.67947
C 3.67393 1.81292 0.00433
C 4.76909 1.68578 -0.84259
C 6.01687 2.16272 -0.46348
C 6.23490 2.80846 0.77225
C 5.14476 2.91282 1.62836
C 3.91000 2.35094 1.27432
C 1.42610 2.43695 -2.10509
C 0.18222 2.44425 -2.72006
C -0.22488 3.42050 -3.66814
C 0.72546 4.34634 -4.07283
C 1.95542 4.43473 -3.38978
C 2.33387 3.42326 -2.49648
C 2.48493 -0.60994 -1.30485
C 3.18005 -1.49123 -0.49570
C 4.08942 -2.42391 -0.97369
C 4.13501 -2.71285 -2.35534
C 3.35503 -1.92395 -3.19161
C 2.51511 -0.92740 -2.68583
H 4.64360 1.11986 -1.78879
H 6.83329 1.96537 -1.16804
H 7.18021 3.14647 1.15407
H 5.28871 3.32166 2.62118
H 3.07091 2.34216 2.00438
H -0.62406 1.75779 -2.37502
H -1.26577 3.42254 -4.00250
H 0.61527 4.96624 -4.95164
H 2.71777 5.16962 -3.63367
H 3.36525 3.46103 -2.12541
H 2.94537 -1.40067 0.56612
H 4.66653 -2.91257 -0.19033
H 4.77710 -3.50511 -2.76378
H 3.44314 -2.06131 -4.27219
H 1.88130 -0.41342 -3.35462
*
```

Calculated values
E_HOMO, Eh: -0.1861
Frontier orbital gap, hartree: 0.11744



Q: Which calculated total energy values were calculated for the entries above? A: -3781.3391; -2263.8159; -2607.7506; -2716.0366; -2644.7512; -3706.6705, in Ha.